(1)
ORCA calculation (ωB97M-V/def2-TZVPD) on one molecule with the formula C3HCl3NP.

Output
Energy above the lowest of the compared OMol25 structures with the same formula, charge and spin: 0.6771 eV
Structure (SMILES): Clc1n[pH]c(Cl)c1Cl
Highest occupied orbital energy: -9.43 eV

```
9
C3HCl3NP, DFT ωB97M-V/def2-TZVPD
Cl 2.376 -0.839 -0.587
Cl -0.325 -2.869 0.133
Cl 1.582 2.378 0.037
P -1.655 -0.041 0.669
N -0.730 1.396 0.336
C -0.430 -1.152 0.011
C 0.808 -0.254 -0.098
C 0.497 1.118 0.118
H -2.124 0.264 -0.619
```

These are the natural (NBO) partial charges, in e, on atoms 1 to 4: atom 1 (Cl): 0.06, atom 2 (Cl): 0.08, atom 3 (Cl): 0.08, atom 4 (P): 0.82


(2)
ORCA calculation (ωB97M-V/def2-TZVPD) on a 2-piece molecular cluster, CH4O3S2 overall.

Output
Energy above the lowest of the compared OMol25 structures with the same formula, charge and spin: 3.6244 eV
Highest occupied orbital energy (alpha / beta): -8.94 / -7.71 eV

```
10
CH4O3S2, DFT ωB97M-V/def2-TZVPD
S -1.007 -1.051 -0.038
S -4.070 -0.282 0.157
O -2.649 -0.943 -0.058
O -4.076 1.160 0.099
O 1.622 -1.801 0.418
C -0.444 0.658 -0.410
H 1.699 -2.809 0.478
H -0.687 1.016 -1.428
H -0.940 1.058 0.466
H 0.624 0.486 -0.616
```

These are the natural (NBO) partial charges, in e, on atoms 1 to 4: atom 1 (S): 0.58, atom 2 (S): 1.27, atom 3 (O): -0.93, atom 4 (O): -0.85


(3)
ORCA calculation (ωB97M-V/def2-TZVPD) on C12H18CdClFNO6P as an isolated structure.

Output
Charge: +2
Highest occupied orbital energy: -14.70 eV

```
41
C12H18CdClFNO6P, DFT ωB97M-V/def2-TZVPD
Cd -0.849 2.292 2.427
Cl -4.826 1.495 0.781
P 1.458 1.865 0.765
F -0.515 0.280 1.376
O 2.100 0.693 -2.282
O 1.431 1.906 2.232
O 2.695 2.568 0.158
O -0.063 0.797 -1.618
O 0.211 2.766 0.244
O 1.391 -2.560 -0.872
N -1.011 -1.282 -1.882
C -2.467 1.706 -0.647
C -2.198 0.209 -0.379
C 1.007 -2.911 0.334
C 1.258 0.548 -1.464
C 0.090 -1.906 0.967
C -0.835 -0.256 -0.905
C 2.736 -0.401 0.439
C 1.428 0.151 0.004
C 3.068 -0.794 1.662
C -3.348 2.290 0.460
C 0.453 -3.823 -0.834
C 0.111 -0.584 0.266
H 0.414 3.232 -0.584
H 3.482 -0.473 -0.333
H 0.249 -3.838 -1.899
H 3.085 2.100 -0.600
H -0.888 -2.349 1.061
H -1.569 2.276 -0.603
H -2.998 -0.341 -0.835
H -0.141 -1.476 -2.360
H -3.548 3.339 0.325
H -2.611 2.209 1.398
H 0.497 -1.767 1.954
H 1.668 -3.413 0.995
H -2.281 0.011 0.675
H 4.076 -0.668 2.002
H -0.581 -3.503 -0.598
H -2.945 1.799 -1.606
H 2.400 -1.240 2.371
H -1.638 -0.948 -2.599
```

These are the natural (NBO) partial charges, in e, on atoms 1 to 4: atom 1 (Cd): 1.76, atom 2 (Cl): 0.13, atom 3 (P): 2.40, atom 4 (F): -0.55


(4)
ORCA calculation (ωB97M-V/def2-TZVPD) on an isolated ion of composition C2HN2O3 and charge -1.

Output
Energy above the lowest of the compared OMol25 structures with the same formula, charge and spin: 4.1904 eV
Charge: -1
Structure (SMILES): N#CC(=O)O[N-]O
Highest occupied orbital energy (alpha / beta): -2.55 / -2.55 eV

```
8
C2HN2O3, DFT ωB97M-V/def2-TZVPD
O 0.024 -1.119 0.324
O 2.238 -0.420 0.000
O 0.081 1.181 0.344
N -3.051 0.504 -0.008
N 1.156 -1.016 -0.628
C -0.506 0.112 0.114
C -1.941 0.227 -0.195
H 1.999 0.532 0.049
```

These are the natural (NBO) partial charges, in e, on atoms 1 to 4: atom 1 (O): -0.47, atom 2 (O): -0.63, atom 3 (O): -0.62, atom 4 (N): -0.35